(1)
DFT (ωB97M-V/def2-TZVPD) results for C12H18B2F8NO6Ti as an isolated structure.

Calculated values
Net charge   -2
Spin multiplicity   4
Energy relative to the best compared isomer or geometry (same formula, charge and spin)   76.5 kcal per mole
Max |F|   0.09429 Eh/bohr
Kohn-Sham gap (alpha / beta)   1.98 / 3.60 eV
Expectation value of S²   3.7515

Each line ends with the natural charge from an NBO analysis.
Atoms and positions in Å:
Ti (1.788, 1.144, -1.723)  0.8672
C (3.019, -0.666, 0.644)  -0.5290
C (3.622, -1.967, 0.999)  0.4465
C (3.221, -2.584, 2.368)  0.4327
O (3.724, -3.627, 2.746)  -0.6579
C (2.329, -1.777, 3.235)  -0.5473
C (1.769, -0.588, 2.836)  0.3682
C (2.127, -0.040, 1.425)  0.3824
O (1.603, 0.955, 0.888)  -0.7749
O (1.076, -0.026, 3.746)  -0.7633
O (4.518, -2.541, 0.395)  -0.6325
H (3.269, -0.218, -0.306)  0.1716
H (2.325, -2.146, 4.250)  0.1868
C (-1.526, 3.234, -1.322)  -0.3021
O (-2.170, 2.523, -0.202)  -0.5382
C (-3.409, 2.033, -0.453)  -0.0790
C (-3.882, 1.305, 0.788)  -0.2256
N (-3.241, -0.103, 0.922)  -0.5107
H (-3.382, -0.445, 1.861)  0.4163
H (-3.644, -0.760, 0.268)  0.4233
C (-1.714, -0.162, 0.676)  -0.2398
C (-1.105, -1.487, 0.933)  -0.1081
O (-1.982, -2.518, 0.723)  -0.5732
C (-1.503, -3.760, 1.126)  -0.2435
H (-0.518, 2.848, -1.172)  0.2408
H (-1.658, 4.312, -1.410)  0.1690
H (-1.770, 3.025, -2.363)  0.1846
H (-3.328, 1.382, -1.323)  0.1877
H (-4.123, 2.838, -0.630)  0.1701
H (-4.934, 1.022, 0.833)  0.1941
H (-3.690, 1.827, 1.725)  0.2305
H (-1.217, 0.540, 1.346)  0.2752
H (-1.583, 0.159, -0.357)  0.2362
H (-0.784, -1.373, 1.968)  0.2033
H (-0.268, -1.664, 0.258)  0.2355
H (-1.321, -3.745, 2.200)  0.1781
H (-0.600, -4.046, 0.586)  0.1923
H (-2.234, -4.539, 0.911)  0.1704
B (3.951, 2.655, -2.751)  1.2725
F (3.356, 3.393, -1.781)  -0.5557
F (4.145, 1.528, -2.028)  -0.5486
F (3.006, 2.491, -3.717)  -0.5581
F (4.951, 3.197, -3.369)  -0.5314
B (0.369, -0.381, -3.139)  1.2662
F (1.349, 0.289, -3.824)  -0.5439
F (-0.368, 0.654, -2.539)  -0.5694
F (-0.461, -1.047, -4.024)  -0.5579
F (0.896, -1.140, -2.223)  -0.5112

Forces on the atoms, in the same order (eV/Å):
Ti 0.36 0.63 1.14
C 2.49 -4.16 0.01
C 0.07 1.39 0.17
C -1.59 2.04 1.23
O 0.45 -1.02 0.00
C 2.38 -2.46 -2.41
C -0.19 0.07 2.15
C -0.79 -0.16 0.30
O -2.30 2.48 -0.05
O -0.71 1.46 -1.60
O -0.01 -0.10 -0.70
H 0.28 -0.09 -0.10
H -0.54 0.22 0.20
C 0.52 -0.73 0.25
O 1.11 1.81 -0.81
C -0.77 -0.17 0.18
C 0.03 -2.03 0.43
N 1.68 1.07 0.09
H -0.30 -0.28 0.29
H -0.29 -0.28 -0.12
C -0.41 1.47 -1.21
C 1.19 0.12 0.64
O -2.46 -0.58 -0.47
C 0.25 -0.73 0.27
H 0.59 0.86 -0.32
H 0.10 0.33 1.46
H -0.75 -1.50 0.15
H -0.65 -0.35 -0.26
H -0.42 0.11 -0.32
H -0.25 0.52 -0.53
H 0.47 0.16 -0.27
H -0.15 0.34 -0.25
H 0.01 0.11 0.09
H 0.51 -0.95 0.31
H 0.58 0.65 0.28
H 0.30 -0.14 0.11
H 0.30 0.19 0.09
H -0.28 0.24 -0.05
B -2.15 0.14 0.43
F -1.29 3.11 1.95
F 1.25 -3.71 0.51
F -2.29 -1.14 -1.84
F 4.34 1.67 -1.09
B -2.08 0.95 -3.11
F 1.51 0.61 -1.15
F -1.01 0.85 1.20
F -0.46 -0.61 -0.30
F 1.38 -2.42 3.01



(2)
DFT (ωB97M-V/def2-TZVPD) results for one molecule with the formula C12H18BCl3N2O3.

Calculated values
Net charge   0
Energy relative to the best compared isomer or geometry (same formula, charge and spin)   0.0 kcal per mole
Max |F|   0.04185 Eh/bohr
Kohn-Sham gap   9.73 eV

Each line ends with the natural charge from an NBO analysis.
Atoms and positions in Å:
Cl (4.911, -2.627, 2.824)  -0.2259
B (3.917, -1.080, 2.793)  0.4888
Cl (3.955, -0.092, 4.360)  -0.2549
Cl (4.649, 0.108, 1.348)  -0.3865
O (2.562, -1.385, 2.400)  -0.7320
C (1.701, -0.436, 1.906)  0.2550
C (0.279, -0.754, 2.314)  -0.0141
C (-0.628, 0.292, 2.501)  -0.2287
C (-1.935, -0.017, 2.861)  -0.1971
C (-2.312, -1.355, 3.052)  -0.2017
C (-1.372, -2.387, 2.910)  -0.1983
C (-0.058, -2.088, 2.555)  -0.2219
H (1.964, 0.613, 2.134)  0.2091
H (-0.276, 1.314, 2.359)  0.2176
H (-2.660, 0.792, 3.012)  0.2193
H (-3.338, -1.601, 3.311)  0.2204
H (-1.641, -3.430, 3.091)  0.2228
H (0.715, -2.853, 2.471)  0.2457
C (-2.339, 0.608, -2.348)  -0.6512
C (-1.115, 1.269, -2.960)  0.2726
C (-0.733, 0.558, -4.242)  -0.6442
C (-1.415, 2.733, -3.261)  -0.6212
O (0.028, 1.312, -2.019)  -0.5277
C (0.426, 0.174, -1.388)  0.8915
N (1.204, 0.521, -0.322)  -0.4795
N (1.832, -0.536, 0.396)  -0.4020
O (0.122, -0.981, -1.663)  -0.6350
H (-2.610, 1.099, -1.403)  0.2175
H (-3.189, 0.715, -3.043)  0.2254
H (-2.149, -0.460, -2.182)  0.2403
H (0.112, 1.075, -4.715)  0.2164
H (-0.471, -0.485, -4.032)  0.2371
H (-1.587, 0.583, -4.938)  0.2227
H (-0.563, 3.207, -3.768)  0.2190
H (-2.295, 2.809, -3.917)  0.2223
H (-1.627, 3.290, -2.336)  0.2199
H (1.698, 1.404, -0.340)  0.4306
H (2.860, -0.511, 0.205)  0.4683
H (1.381, -1.401, 0.073)  0.4598

Forces on the atoms, in the same order (eV/Å):
Cl -0.29 0.42 0.06
B 0.28 0.33 -0.18
Cl 0.04 -0.18 -0.29
Cl -0.15 -0.21 0.10
O -0.29 0.16 -0.51
C -0.10 -0.07 1.21
C 0.32 0.20 0.12
C 0.14 -0.61 -0.19
C -0.29 -0.05 0.13
C 0.39 0.01 -0.17
C 0.03 0.18 0.03
C -0.36 0.36 -0.15
H 0.08 -0.42 0.05
H -0.28 -0.17 0.07
H 0.26 -0.41 -0.06
H 0.18 0.10 0.02
H -0.07 0.37 -0.04
H -0.31 0.17 0.05
C -0.08 -0.18 0.38
C -0.54 0.21 -0.52
C 0.34 -0.18 -0.18
C 0.19 0.35 0.16
O 0.18 -1.12 0.56
C -1.47 -0.35 -1.53
N 0.44 -0.10 0.74
N 0.20 0.62 -1.04
O 0.58 1.40 0.62
H 0.05 -0.20 -0.18
H 0.37 -0.03 0.25
H -0.21 0.32 0.04
H -0.14 -0.23 0.04
H -0.03 0.23 -0.19
H 0.31 -0.01 0.26
H -0.24 -0.11 0.17
H 0.31 -0.10 0.21
H 0.05 -0.17 -0.25
H 0.03 -0.12 0.15
H -0.08 -0.31 0.22
H 0.14 -0.11 -0.17